{
  "formula": "C45H38MnN6O4P",
  "method": "ωB97M-V/def2-TZVPD",
  "charge": 3,
  "spin_multiplicity": 6,
  "gap_ev": [6.29, 6.47],
  "e_tot_ha": -3858.6116,
  "de_lowest_kj_mol": 0.0,
  "symbols": ["Mn", "N", "C", "C", "C", "H", "C", "H", "C", "H", "C", "O", "C", "H", "C", "C", "C", "H", "C", "N", "C", "C", "N", "H", "O", "H", "C", "C", "H", "N", "H", "C", "H", "O", "H", "C", "H", "H", "C", "H", "H", "C", "C", "C", "H", "C", "H", "C", "C", "C", "H", "H", "C", "H", "H", "C", "H", "C", "N", "C", "N", "H", "C", "H", "C", "H", "H", "C", "H", "C", "H", "H", "H", "C", "C", "C", "C", "C", "C", "C", "C", "C", "P", "C", "H", "C", "H", "H", "H", "H", "C", "H", "H", "O", "H"],
  "coordinates": [[-14.7975, -11.8788, 12.3726], [-14.6066, -10.0664, 11.2347], [-15.8321, -9.5146, 11.0067], [-15.8076, -12.1231, 17.3382], [-14.7912, -7.4712, 10.2755], [-12.1478, -16.4555, 16.1090], [-17.7953, -12.5182, 11.5822], [-17.4332, -11.3406, 14.4173], [-13.5599, -8.0761, 10.4096], [-17.3707, -6.6203, 10.4745], [-19.3057, -10.7726, 10.8875], [-13.2823, -13.0481, 11.9874], [-14.4147, -14.2625, 14.9216], [-12.4054, -10.4230, 13.5846], [-12.5462, -15.4774, 15.7500], [-6.9883, -8.7956, 12.0197], [-13.5072, -9.3666, 10.9361], [-12.6717, -7.5395, 10.2331], [-13.6935, -13.0929, 15.0838], [-8.0102, -7.3540, 8.3415], [-9.2215, -5.9445, 4.6385], [-12.6880, -14.0949, 11.7478], [-5.1191, -5.3715, 6.2063], [-20.2964, -10.3972, 10.6867], [-6.0039, -10.3444, 13.5926], [-12.5654, -9.8226, 11.0915], [-13.6254, -9.5783, 16.6724], [-12.5500, -8.7189, 17.0344], [-10.7106, -14.4719, 16.0559], [-16.8071, -11.6773, 11.5713], [-11.7508, -12.2365, 15.3258], [-15.9611, -8.1947, 10.5696], [-16.8484, -12.5097, 19.2193], [-7.4392, -8.8642, 14.4064], [-10.7666, -13.2816, 11.8759], [-8.2442, -5.4191, 3.7918], [-17.7033, -13.5208, 11.8642], [-10.7997, -14.9186, 11.4967], [-7.5796, -6.2341, 6.3730], [-14.7843, -12.2655, 17.6785], [-6.2158, -6.9073, 12.5115], [-19.0862, -12.0924, 11.2261], [-17.2889, -11.6130, 15.4656], [-7.5805, -9.6846, 11.1069], [-15.5047, -14.0922, 14.7204], [-18.2450, -9.8350, 10.8777], [-14.4129, -9.6891, 17.3544], [-12.4011, -9.9600, 14.5880], [-6.7937, -9.2618, 13.4668], [-18.3901, -8.4439, 10.6646], [-10.4751, -9.0800, 14.3825], [-10.7375, -7.8659, 16.7128], [-12.3581, -13.1190, 15.3642], [-12.5743, -8.3463, 18.0580], [-19.9146, -12.8055, 11.2669], [-13.4028, -15.4392, 11.5633], [-8.2979, -9.8457, 9.0023], [-13.8777, -15.4312, 15.2916], [-6.7237, -5.6172, 5.5431], [-17.2899, -7.6746, 10.5410], [-11.3236, -14.0934, 11.6051], [-6.1093, -4.8229, 3.7482], [-11.4145, -8.5245, 16.2676], [-19.3080, -11.7357, 15.7572], [-6.7069, -7.4784, 11.7315], [-12.7530, -16.2517, 11.1731], [-19.3567, -8.0255, 10.5896], [-11.7368, -14.3471, 15.7756], [-13.7485, -15.7860, 12.5779], [-7.6684, -7.8585, 9.5678], [-5.3337, -10.3698, 12.9346], [-14.9210, -6.4425, 10.0200], [-10.1768, -6.1253, 4.1813], [-18.3772, -11.8305, 16.2774], [-13.5458, -10.1737, 15.4158], [-6.9633, -5.2435, 4.2936], [-16.9344, -12.2904, 18.1652], [-7.1361, -6.7916, 7.6202], [-16.0070, -11.7293, 16.0003], [-16.9633, -10.3875, 11.1817], [-18.2155, -12.1154, 17.6498], [-11.3970, -9.1228, 14.9991], [-14.6073, -11.5125, 14.8739], [-7.1255, -7.0006, 10.5026], [-7.8109, -10.6778, 11.4290], [-7.9231, -9.2196, 9.8202], [-6.0960, -6.7581, 7.8925], [-19.0462, -12.4111, 18.3056], [-6.9646, -5.9802, 10.2749], [-8.3932, -5.1559, 2.7542], [-8.8853, -6.3648, 5.9091], [-14.4343, -16.3384, 15.2758], [-14.2921, -15.3081, 10.9448], [-4.5328, -4.7341, 5.4968], [-9.5823, -6.9452, 6.4592]],
  "atomic_forces_ev_per_a": [[-0.656, 0.487, 0.272], [0.707, 0.380, -0.249], [1.204, -0.851, 0.100], [-0.679, 0.406, -0.329], [-0.223, -0.554, 0.494], [-0.319, 0.925, -0.391], [-2.274, 1.391, -0.682], [0.053, -0.078, 0.280], [-1.275, -0.106, 0.429], [-0.284, 0.887, -0.387], [0.120, 0.152, 0.406], [-0.053, 0.529, -0.098], [-2.464, 1.911, 0.199], [0.297, 0.178, 0.595], [0.441, -0.875, 0.339], [-0.123, -0.689, 1.180], [-1.467, 0.170, -0.238], [0.928, 0.460, -0.293], [0.317, 1.225, -0.273], [-0.484, 0.437, -1.501], [0.788, 0.032, -0.964], [2.249, -2.129, -0.724], [-0.069, 0.430, -0.721], [-0.246, -0.158, -0.119], [-0.646, 0.156, 1.387], [0.748, -0.554, 0.292], [2.378, 1.126, -1.409], [-0.823, -1.042, 0.810], [0.363, 0.431, 0.138], [2.158, 0.375, 0.030], [0.069, 0.427, 0.254], [-0.361, -0.726, 0.493], [0.270, -0.199, -0.009], [0.611, -0.006, -1.001], [-0.608, -0.231, -0.167], [0.827, 0.364, 0.046], [0.767, -1.311, 0.535], [0.277, -1.189, -0.194], [-0.920, 0.722, -1.933], [-0.258, -0.045, 0.235], [-0.192, 0.390, -0.314], [-0.492, 0.120, -0.105], [0.535, 0.190, 0.193], [-0.057, 1.180, -0.859], [0.891, -0.785, -0.012], [0.813, -1.982, 0.584], [-1.090, -0.410, 0.645], [-1.587, 0.135, 0.145], [-1.008, -0.526, -0.106], [1.031, -0.079, -0.223], [-0.719, 0.345, 0.370], [1.611, 0.661, -0.064], [1.779, -1.461, 1.001], [-0.019, 0.295, -0.321], [0.331, 0.296, -0.109], [0.332, -0.115, 1.001], [-0.003, 0.178, 0.580], [1.489, -1.379, 0.523], [0.843, -0.345, 0.791], [0.088, 0.214, -0.049], [-1.771, 1.431, 0.696], [-0.417, -0.093, 0.093], [-2.514, -0.859, -0.513], [-0.780, -0.112, 0.448], [-0.489, -0.399, -0.036], [-0.381, 0.763, 0.072], [-0.901, 0.400, -0.023], [-1.958, 0.210, -1.100], [0.311, 0.493, -0.873], [0.013, -1.070, 0.634], [0.885, -0.120, -1.161], [0.230, 0.525, -0.352], [-0.463, -0.025, 0.340], [-0.087, 0.084, 0.588], [0.812, -0.382, 0.049], [-0.265, 0.067, 0.181], [0.483, 0.473, -0.516], [-0.239, -0.467, 1.143], [0.387, -0.241, 0.088], [-1.623, 1.043, -0.439], [-0.122, -0.878, -0.706], [2.060, -0.087, -0.260], [-0.422, -0.444, -0.381], [0.890, -0.357, 0.751], [0.058, -0.523, -0.020], [0.571, 0.291, 1.026], [0.413, 0.084, 0.193], [0.170, 0.615, -0.499], [0.012, 0.902, -0.398], [-0.386, -0.027, 0.058], [0.201, -0.249, -0.430], [-0.431, -0.535, -0.038], [0.168, -0.004, -0.046], [0.117, -0.174, 0.228], [-0.444, -0.109, 0.697]]
}